No. 1
CHF3O2 | ωB97M-V with the def2-TZVPD basis set

## Properties
- orbital gap (spin up / spin down) (eV) = 8.802 / 10.392
- HOMO (spin up / spin down) (eV) = -9.5 / -10.5
- relative energy (zero: lowest compared OMol25 entry of this formula, charge and spin) (kJ/mol) = 292.52

Cartesian coordinates (Å):
1 C 0.9493 -0.4902 -0.1796
2 O -1.5004 1.1543 0.0558
3 O -1.1978 -0.0233 -0.4544
4 F 1.4909 0.6116 -0.5594
5 F 1.3482 -1.6067 -0.7927
6 F 1.1144 -0.6548 1.1462
7 H -2.2047 1.0091 0.7841

Atomic forces in eV per Å
C -1.428 -1.131 1.839
O -1.527 1.094 1.634
O 1.433 -1.611 -0.581
F 0.457 0.126 -0.679
F -0.368 1.394 -0.001
F -0.228 0.180 -0.980
H 1.661 -0.053 -1.231


No. 2
C36H76F3N3O7P | ωB97M-V with the def2-TZVPD basis set

## Properties
- orbital gap (eV) = 7.193
- HOMO (eV) = -5.0
- relative energy (zero: lowest compared OMol25 entry of this formula, charge and spin) (kJ/mol) = 0.00
- net charge = -1

Cartesian coordinates (Å):
1 C -3.3058 4.1522 0.4307
2 N -1.8917 3.9171 0.1644
3 C -1.5182 2.5381 -0.1137
4 C -0.8259 2.3236 -1.4722
5 C -1.6775 2.9412 -2.6031
6 C -3.1769 2.6286 -2.6615
7 C -3.9528 3.7763 -3.3475
8 O -4.4634 3.3714 -4.6312
9 O 0.3197 3.1652 -1.3623
10 P 1.8416 2.5167 -1.7991
11 C 1.5211 3.1509 -3.6021
12 N 0.8804 4.5003 -3.7030
13 C 3.4583 1.5897 -2.3282
14 C 3.4476 0.9624 -3.7091
15 F 4.1427 -0.2659 -3.6934
16 C 2.3147 2.0538 0.0148
17 C 1.6278 2.7835 1.1573
18 F 2.5908 3.1172 2.1500
19 C 2.8545 4.1519 -1.5430
20 O 2.1049 5.2039 -0.8535
21 N 2.9749 6.1799 -0.4077
22 O 2.6382 6.6188 0.6280
23 O 1.0570 0.9602 -2.0463
24 C -0.3049 0.8682 -1.7335
25 C -1.0449 0.0669 -2.8347
26 C -0.2345 -0.2018 -4.1131
27 C 0.7711 -1.3129 -3.9956
28 F 0.1110 -2.5550 -3.9821
29 C -0.4388 0.0082 -0.4470
30 C 0.3353 -1.3016 -0.4666
31 C -0.1662 -2.1288 0.7326
32 C 0.6599 -3.3841 1.0038
33 C 0.3431 -3.9348 2.4169
34 C -1.0953 -3.6844 2.8036
35 O -1.4437 -4.5225 3.9400
36 C -2.7746 -4.5811 4.1902
37 C -3.6229 -3.3424 3.9958
38 O -3.2749 -5.6284 4.6061
39 H -3.4286 5.0650 1.0150
40 H -3.8325 4.3200 -0.5171
41 H -3.7560 3.3178 0.9588
42 H -1.5024 4.5709 -0.4950
43 H -2.3890 1.8701 -0.0933
44 H -0.9023 2.2013 0.7127
45 H -1.2471 2.6415 -3.5618
46 H -1.5089 4.0127 -2.5495
47 H -3.6499 2.4766 -1.6954
48 H -3.4156 1.7606 -3.2713
49 H -3.3277 4.6576 -3.4759
50 H -4.8236 4.0236 -2.7406
51 H -3.9815 3.8516 -5.3017
52 H 0.8829 2.4781 -4.1762
53 H 2.4573 3.2265 -4.1689
54 H 1.5838 5.2114 -3.8528
55 H 0.3020 4.5044 -4.5341
56 H 3.6381 0.7821 -1.6219
57 H 4.3363 2.2367 -2.2645
58 H 4.0141 1.5868 -4.4046
59 H 2.4626 0.8175 -4.1404
60 H 2.1012 0.9893 0.1268
61 H 3.3844 2.1342 0.1988
62 H 1.1382 3.7140 0.8884
63 H 0.9085 2.1554 1.6854
64 H 3.7546 3.9777 -0.9559
65 H 3.2056 4.5808 -2.4882
66 H -1.9534 0.5555 -3.1719
67 H -1.3752 -0.9098 -2.4810
68 H 0.1948 0.7110 -4.5138
69 H -0.9679 -0.5356 -4.8557
70 H 1.3678 -1.2484 -3.0898
71 H 1.4695 -1.3349 -4.8332
72 H -1.4990 -0.1761 -0.2625
73 H -0.0088 0.5568 0.3884
74 H 1.4068 -1.1254 -0.4249
75 H 0.0930 -1.9032 -1.3443
76 H -1.1842 -2.4028 0.4624
77 H -0.1645 -1.4532 1.5902
78 H 1.7256 -3.2326 0.8688
79 H 0.2845 -4.1538 0.3245
80 H 0.9676 -3.3799 3.1214
81 H 0.5667 -4.9949 2.5100
82 H -1.2779 -2.6551 3.0949
83 H -1.7586 -3.9750 1.9879
84 H -3.2372 -2.4529 4.4904
85 H -4.5916 -3.5497 4.4395
86 H -3.8220 -3.1188 2.9496
87 C -2.9071 1.0417 3.7114
88 C -3.5376 1.3191 5.0718
89 C -4.1812 2.7017 5.1612
90 C -3.2149 3.8734 4.9752
91 C -2.0449 3.9064 5.9562
92 C -2.4771 4.0538 7.4127
93 H -2.0970 1.7381 3.4911
94 H -2.4936 0.0313 3.6824
95 H -3.6528 1.1238 2.9173
96 H -2.7862 1.1965 5.8568
97 H -4.3074 0.5664 5.2676
98 H -4.6910 2.7945 6.1250
99 H -4.9651 2.7770 4.4003
100 H -3.7812 4.8061 5.0667
101 H -2.8192 3.8635 3.9559
102 H -1.4002 4.7484 5.6938
103 H -1.4313 3.0087 5.8451
104 H -3.0603 4.9664 7.5547
105 H -1.6067 4.1078 8.0685
106 H -3.0831 3.2081 7.7426
107 C 1.5124 -7.2453 -0.9902
108 C 2.6647 -6.3892 -0.4730
109 C 3.4213 -5.6559 -1.5792
110 C 4.1084 -6.5621 -2.6014
111 C 5.1123 -7.5527 -2.0135
112 C 6.2895 -6.8800 -1.3131
113 H 1.8636 -8.0431 -1.6469
114 H 0.9801 -7.7151 -0.1611
115 H 0.7958 -6.6362 -1.5453
116 H 3.3499 -7.0110 0.1109
117 H 2.2642 -5.6449 0.2193
118 H 4.1614 -4.9928 -1.1229
119 H 2.7239 -5.0014 -2.1109
120 H 4.6208 -5.9300 -3.3331
121 H 3.3525 -7.1176 -3.1640
122 H 5.4971 -8.1767 -2.8252
123 H 4.6120 -8.2322 -1.3177
124 H 6.8273 -6.2241 -2.0005
125 H 6.9943 -7.6259 -0.9416
126 H 5.9640 -6.2839 -0.4596

Atomic forces in eV per Å
C 0.556 0.636 -0.858
N -0.397 -0.322 0.504
C -0.585 -0.503 -0.121
C 0.570 1.206 0.301
C -0.082 -0.692 -0.105
C -0.380 0.887 -0.398
C -0.222 -0.618 -0.104
O -0.023 0.059 0.145
O 0.166 -0.464 0.211
P 1.104 0.042 -0.152
C -0.105 0.487 -0.472
N -0.077 -0.304 -0.022
C -0.178 0.114 -0.419
C 0.694 0.614 -0.055
F -0.239 -0.221 -0.068
C -0.857 -0.341 0.369
C 0.270 0.121 0.278
F 0.017 0.024 0.054
C -0.153 0.921 -0.226
O 0.078 -0.168 0.425
N 0.276 -0.565 -0.152
O -0.337 0.417 0.011
O -0.340 0.342 -0.347
C -0.037 -0.958 0.756
C 0.142 0.186 -0.823
C -0.832 -0.226 0.043
C 0.632 0.116 -0.019
F -0.116 -0.016 0.068
C 0.757 0.356 -0.364
C -0.963 -0.542 0.228
C 1.176 0.579 -0.765
C -1.504 -0.601 0.590
C 0.539 0.811 0.152
C -0.223 -0.554 0.313
O -0.546 -0.020 -0.285
C -0.780 -1.978 0.898
C -0.434 -0.066 0.140
O 1.146 2.026 -0.673
H -0.040 -0.046 0.198
H -0.490 -0.124 0.147
H 0.022 -0.086 0.101
H 0.144 -0.022 -0.053
H -0.257 0.252 0.129
H 0.304 -0.106 -0.217
H 0.149 0.030 -0.022
H -0.059 0.106 0.115
H 0.287 -0.131 0.215
H 0.104 -0.194 0.092
H 0.017 0.137 0.164
H -0.035 0.234 -0.006
H 0.102 0.033 -0.210
H 0.002 -0.149 0.152
H 0.186 -0.397 0.165
H 0.041 0.050 0.103
H -0.022 0.138 -0.037
H -0.212 -0.107 0.087
H -0.002 0.122 0.102
H -0.067 0.010 -0.128
H -0.118 -0.388 0.222
H 0.066 -0.109 -0.055
H 0.129 0.274 -0.242
H 0.064 0.051 -0.172
H -0.081 -0.055 -0.043
H -0.075 -0.284 0.157
H -0.080 -0.126 -0.146
H -0.038 0.130 0.248
H 0.025 -0.019 0.255
H 0.272 -0.016 0.098
H 0.087 -0.010 -0.176
H -0.065 0.043 0.122
H -0.093 -0.018 -0.156
H -0.062 -0.052 0.157
H -0.255 0.092 0.138
H 0.101 0.028 -0.048
H 0.304 0.109 -0.274
H -0.229 -0.001 0.418
H -0.134 -0.102 0.220
H 0.097 0.015 -0.063
H 0.445 0.011 -0.406
H 0.095 -0.228 0.204
H 0.039 -0.076 -0.015
H 0.019 0.174 -0.239
H -0.046 0.141 -0.111
H 0.349 -0.011 -0.131
H -0.025 -0.153 0.078
H 0.298 0.036 -0.123
C 0.030 -0.083 0.103
C -0.068 0.000 -0.098
C -0.015 0.032 0.092
C 0.022 -0.026 -0.085
C -0.069 0.094 0.072
C 0.102 -0.060 -0.036
H -0.001 -0.015 -0.043
H 0.030 0.011 -0.081
H 0.033 0.021 -0.036
H -0.009 0.035 0.017
H 0.012 -0.004 0.028
H 0.009 0.015 0.000
H 0.005 -0.024 -0.010
H 0.011 0.007 0.010
H -0.012 0.000 -0.004
H 0.034 -0.033 -0.027
H 0.002 0.001 -0.031
H -0.034 -0.018 0.005
H -0.020 0.014 0.026
H -0.022 0.015 0.007
C 0.037 -0.019 0.127
C -0.074 0.011 -0.053
C 0.030 0.043 0.034
C -0.052 -0.040 -0.015
C 0.085 0.069 -0.050
C -0.032 -0.124 0.033
H -0.015 0.013 -0.027
H -0.027 -0.008 -0.023
H 0.016 -0.011 -0.043
H 0.020 0.013 -0.009
H 0.029 -0.006 0.029
H 0.004 0.003 -0.014
H -0.007 0.007 0.014
H 0.012 -0.005 0.000
H -0.010 0.013 0.005
H -0.021 -0.030 0.013
H -0.025 0.005 -0.010
H -0.016 0.040 0.017
H 0.024 0.026 0.004
H 0.006 0.027 -0.013


No. 3
H16O8 | ωB97M-V with the def2-TZVPD basis set

## Properties
- orbital gap (eV) = 9.921
- HOMO (eV) = -10.2
- relative energy (zero: lowest compared OMol25 entry of this formula, charge and spin) (kJ/mol) = 282.94
- SMILES = O.O.O.O.O.O.O.O

Cartesian coordinates (Å):
1 O -30.4150 8.9840 -5.5590
2 H -30.4000 9.8310 -5.0740
3 H -31.0860 8.4910 -5.1250
4 O -27.0760 7.9030 -6.6270
5 H -26.7560 7.0270 -6.4070
6 H -27.8730 7.8080 -7.1480
7 O -29.2750 5.9500 -8.8970
8 H -29.5950 5.1450 -8.5950
9 H -28.3200 5.9600 -8.9110
10 O -28.2270 7.7250 -3.8890
11 H -28.1190 6.8130 -4.1300
12 H -28.8680 8.1610 -4.4660
13 O -30.3200 5.3620 -11.2790
14 H -30.5550 4.4360 -11.3250
15 H -30.2990 5.6360 -10.3010
16 O -28.5420 11.7330 -7.7580
17 H -29.2250 11.1980 -7.3690
18 H -28.5060 12.5420 -7.2120
19 O -29.3150 8.3920 -7.9860
20 H -29.6570 8.4340 -7.0720
21 H -29.6850 7.6200 -8.3640
22 O -27.5220 8.9230 -9.9150
23 H -27.2950 9.8650 -9.9300
24 H -28.2610 8.7960 -9.3600

Atomic forces in eV per Å
O 0.758 1.319 0.223
H 0.131 -0.434 -0.417
H -1.055 -0.835 0.551
O 0.750 -0.015 0.493
H 0.041 -0.054 0.020
H -0.214 0.048 -0.544
O 0.164 2.216 -0.436
H -0.427 -2.454 1.075
H 0.429 -0.197 -0.148
O -0.156 0.772 0.936
H -0.166 -0.334 -0.453
H 0.344 -0.506 -0.243
O -0.175 0.788 1.555
H -0.123 -0.199 0.127
H 0.147 -0.664 -2.464
O 0.436 1.024 0.178
H -0.400 -0.432 0.143
H -0.008 -0.623 -0.426
O -0.064 1.424 1.257
H -0.042 0.353 -0.497
H -0.707 -1.402 -0.681
O 1.819 0.291 -1.680
H -0.343 -0.477 0.271
H -1.140 0.393 1.160


No. 4
C17H20N2OS | ωB97M-V with the def2-TZVPD basis set

## Properties
- orbital gap (eV) = 8.139
- HOMO (eV) = -7.6
- relative energy (zero: lowest compared OMol25 entry of this formula, charge and spin) (kJ/mol) = 124.77
- SMILES = Cc1ccc(N2CCN(C(=O)c3cccs3)CC2)cc1C

Cartesian coordinates (Å):
1 C 1.2993 0.7985 5.4830
2 C 1.0672 0.2494 4.1083
3 C -0.0546 -0.5150 3.8304
4 C -0.2997 -1.0288 2.5713
5 C 0.5946 -0.7966 1.5264
6 C 1.7278 -0.0279 1.8121
7 C 1.9718 0.4915 3.0714
8 C 3.2062 1.3059 3.3166
9 H 3.8132 0.8538 4.1001
10 H 2.9426 2.3118 3.6426
11 H 3.8070 1.3814 2.4137
12 H 2.4534 0.1560 1.0348
13 N 0.4403 -1.3182 0.2463
14 C -0.6726 -2.1722 -0.0901
15 H -0.3280 -2.9293 -0.8032
16 C -1.8066 -1.3604 -0.7061
17 N -1.3233 -0.7044 -1.9133
18 C -2.2414 -0.0260 -2.6390
19 O -3.3918 0.0925 -2.2479
20 C -1.8461 0.5526 -3.9415
21 C -2.3353 1.7234 -4.4476
22 C -1.9141 1.9798 -5.7680
23 C -1.1336 0.9869 -6.2664
24 S -0.8821 -0.2734 -5.1279
25 H -0.6867 0.9095 -7.2376
26 H -2.1882 2.8589 -6.3229
27 H -2.9729 2.3736 -3.8767
28 C 0.0990 -0.7575 -2.1516
29 H 0.3747 0.0109 -2.8748
30 C 0.8910 -0.4947 -0.8659
31 H 1.9496 -0.6928 -1.0796
32 H 0.7896 0.5661 -0.6000
33 H 0.3764 -1.7311 -2.5744
34 H -2.1580 -0.6024 0.0047
35 H -2.6617 -1.9910 -0.9689
36 H -1.0190 -2.6992 0.7958
37 H -1.2051 -1.5955 2.4222
38 H -0.7697 -0.7091 4.6178
39 H 0.4866 0.5193 6.1490
40 H 1.3679 1.8860 5.4585
41 H 2.2323 0.4178 5.8986

Atomic forces in eV per Å
C 0.035 -0.009 -0.082
C -0.092 -0.067 0.020
C 0.144 0.100 0.015
C -0.122 -0.117 -0.178
C 0.089 -0.059 0.239
C -0.055 0.038 -0.034
C -0.120 -0.026 -0.028
C -0.052 -0.043 -0.009
H 0.098 0.033 0.063
H 0.056 0.089 0.042
H 0.060 0.030 -0.026
H 0.092 0.009 -0.095
N -0.046 -0.041 -0.200
C -0.250 0.063 -0.079
H -0.100 -0.038 0.113
C -0.254 -0.195 0.266
N 0.016 -0.092 0.155
C -0.169 0.013 0.082
O -0.098 0.065 0.068
C 0.188 0.021 -0.636
C 0.120 -0.242 0.328
C 0.084 -0.019 -0.169
C 0.093 -0.342 0.187
S -0.345 0.494 0.022
H 0.069 0.036 -0.223
H -0.022 0.135 -0.118
H -0.157 0.053 0.127
C 0.448 -0.009 0.033
H 0.030 -0.145 0.144
C 0.241 0.100 -0.191
H -0.059 0.157 -0.062
H 0.036 -0.074 -0.044
H 0.062 0.116 -0.008
H -0.014 -0.133 -0.029
H 0.046 0.052 0.091
H 0.013 -0.018 -0.106
H -0.064 -0.052 -0.053
H -0.063 -0.010 0.081
H -0.021 0.010 0.075
H 0.023 0.086 0.100
H 0.059 0.028 0.120